Record 1
{"formula": "C6H9N3", "method": "ωB97M-V/def2-TZVPD", "molar_mass_da": 123.16, "smiles": "C=c1nc(N)c(=C)n1C", "homo_energy_ev": -7.52, "e_tot_ev": -10836.232, "orbital_gap_ev": 8.29, "multiplicity": 1, "elements": ["C", "C", "H", "H", "H", "N", "C", "C", "H", "H", "C", "N", "C", "H", "H", "N", "H", "H"], "xyz": [[-1.4582, -1.5225, 0.3996], [-1.7528, 0.4558, -1.9373], [-2.1585, -1.1412, 1.2871], [-2.0127, -1.8975, -0.4409], [2.2390, -0.3057, 2.1065], [-0.4993, -0.5557, -0.0258], [0.5944, -0.2381, 0.6855], [-0.7086, 0.4142, -1.0389], [-1.8060, 1.3743, -2.5625], [0.7947, -1.6113, 2.2362], [1.2514, 0.9839, -0.3031], [0.2941, 1.3371, -1.0553], [1.1828, -0.7693, 1.7698], [-0.9251, -2.4078, 0.7789], [2.8042, 1.6797, 0.7372], [2.3593, 1.7646, -0.1404], [-2.6143, -0.2396, -1.8713], [2.4156, 2.6790, -0.6254]]}



Record 2
{"formula": "C15H17B2Br6NO19", "method": "ωB97M-V/def2-TZVPD", "molar_mass_da": 1016.34, "homo_energy_ev": -3.92, "charge": -2, "e_tot_ev": -477847.250, "orbital_gap_ev": 6.80, "multiplicity": 1, "elements": ["O", "C", "C", "C", "O", "Br", "N", "O", "O", "H", "C", "O", "C", "H", "H", "O", "Br", "H", "C", "O", "H", "H", "O", "H", "Br", "O", "H", "H", "B", "O", "O", "C", "O", "C", "H", "C", "C", "Br", "C", "O", "Br", "O", "C", "O", "B", "C", "H", "H", "H", "C", "O", "O", "C", "H", "O", "H", "H", "Br", "H", "O"], "xyz": [[4.6413, -1.1577, 2.9113], [5.7048, -1.9481, 3.0056], [-0.4954, 3.3166, 1.8343], [0.8986, -4.2685, 5.1868], [-1.6765, -2.4471, 3.9088], [-3.2148, 2.5444, -2.3797], [-0.9612, 0.7830, -0.7555], [6.0610, -2.5503, 3.9708], [-1.2502, 2.9449, 0.8705], [-3.1927, -3.2024, -0.5622], [1.1415, -2.8530, 5.7073], [1.7327, -2.5709, 6.7187], [6.3731, -1.9916, 1.6106], [-4.9490, 3.2873, -0.6845], [-0.5023, 0.0382, -0.1989], [-0.0230, -4.1345, 4.2361], [-2.1218, 5.7334, -1.5745], [-2.9335, 4.1410, 0.1983], [-3.1865, -3.9862, -2.5920], [1.3382, -5.3124, 5.5685], [-4.2545, -4.1883, -2.5580], [-1.1581, 1.5012, -0.0117], [3.2977, -0.7749, 0.8644], [-4.0243, 5.4678, 0.0100], [1.5823, 2.4260, -8.2934], [5.6428, -1.2272, 0.8299], [0.6364, 3.3219, -6.1061], [-1.6222, -2.9836, -1.5301], [-0.2300, -2.7190, 3.9067], [3.4322, 2.6694, 0.9380], [-0.1509, 2.6447, 2.8004], [2.7418, 0.3539, 0.5364], [7.3982, -2.5302, 1.2976], [-2.7027, -3.0236, -1.5091], [1.6084, 1.0474, -5.5363], [3.6582, 1.4948, 0.9977], [-0.8264, -2.0255, 1.8058], [-2.3165, -5.6610, -2.2269], [0.5871, 1.2011, -5.8698], [0.2083, -2.3903, 2.5200], [-0.4479, 1.4253, -4.2337], [-3.2159, -1.8902, 2.3648], [0.4061, 2.4469, -6.7071], [1.6703, 0.4957, 0.0049], [4.5638, -0.5454, 1.5880], [-3.4250, 4.7583, -0.5592], [-1.8582, 0.3537, -0.9802], [0.2383, 0.2959, -6.3566], [-0.3551, 1.1424, -1.4766], [-4.3032, 3.8207, -1.3775], [-0.0466, 4.6129, 1.7628], [4.7085, 0.9361, 1.5614], [-2.0967, -2.1454, 2.7063], [-3.0034, -3.6097, -3.5956], [-0.8481, -1.6730, 0.6554], [-4.8843, 4.2649, -2.1790], [-0.6162, 2.5437, -7.0589], [-3.4658, -1.2059, -1.8598], [-0.4692, 4.9868, 0.9797], [0.5569, -1.9839, 4.9152]]}



Record 3
{"formula": "C43H60BaCl3GeN5O5SSi3", "method": "ωB97M-V/def2-TZVPD", "molar_mass_da": 1159.61, "homo_energy_ev": [-2.51, -4.91], "charge": -1, "e_tot_ev": -192504.643, "orbital_gap_ev": [4.67, 7.06], "multiplicity": 2, "elements": ["H", "N", "H", "H", "O", "H", "H", "C", "C", "H", "O", "H", "C", "H", "H", "H", "Cl", "C", "C", "C", "S", "O", "H", "C", "C", "H", "O", "H", "H", "H", "C", "H", "H", "C", "H", "H", "H", "C", "C", "H", "C", "C", "Ge", "Si", "Ba", "C", "C", "H", "C", "H", "Cl", "C", "C", "C", "C", "C", "H", "C", "Cl", "H", "C", "H", "H", "C", "H", "H", "H", "H", "Si", "H", "C", "N", "C", "H", "H", "H", "H", "C", "C", "H", "H", "H", "N", "H", "H", "C", "C", "H", "C", "C", "H", "C", "H", "H", "C", "O", "C", "H", "H", "H", "C", "N", "H", "H", "C", "H", "C", "H", "H", "N", "C", "H", "H", "C", "H", "H", "C", "H", "H", "Si", "C", "H"], "xyz": [[1.0700, -4.7508, -3.9956], [0.7626, 2.6977, 0.2699], [-2.7907, -6.2947, -2.8278], [3.9341, -2.0844, 0.2113], [-1.7116, 3.6699, -0.3981], [2.6798, 1.0137, 6.8280], [2.8312, -5.4302, -2.3958], [-2.9199, -6.5408, 0.6979], [2.1255, -5.6407, 1.5798], [0.4456, 9.0525, -2.3857], [3.3458, -2.5198, 0.8359], [-2.6978, -2.7536, -4.0913], [-2.2209, 3.0213, 3.1851], [4.6590, 2.0068, 2.8792], [2.5140, -4.6322, 1.7328], [2.9097, -6.3507, 1.8516], [-1.4869, -1.2021, 2.3997], [3.2062, 0.7695, 1.9401], [0.2620, -4.0298, -4.1395], [0.0531, 2.5716, 2.5667], [-2.9078, 0.3355, -0.0566], [1.2389, 7.7759, -0.4072], [1.0574, 2.2490, 2.8241], [1.0473, 3.5528, -0.6627], [-5.5727, 0.5307, 2.9873], [-3.3883, -3.3122, -2.5621], [3.1425, 3.6375, -3.9316], [-2.1841, -7.3287, 0.8792], [3.2130, -4.1918, -1.1897], [-1.2487, -6.8314, -3.4999], [-1.9748, -6.0148, -3.4984], [0.6704, -3.0317, -3.9664], [1.7286, 3.6671, -5.4520], [1.1997, -7.6198, -0.6356], [3.9698, -5.7841, -1.0853], [-3.2828, -6.6557, -0.3267], [4.0396, 1.7921, 7.4630], [-2.5053, 3.3959, 1.8772], [0.3988, 5.7760, -1.5625], [3.4099, 3.8649, -5.9880], [-3.0403, 3.9117, -0.8264], [-1.5080, -4.7323, 2.7300], [-0.3913, -4.5573, -0.6775], [1.6256, -5.8119, -0.2276], [0.2920, 0.4227, 0.1549], [3.4600, 0.9539, 4.3428], [-4.9662, -0.1956, 3.9997], [1.5352, 6.5603, 1.2666], [-4.9293, 0.7029, 1.7765], [-3.6774, 3.0455, -0.6437], [-5.7745, 1.6187, 0.5671], [3.0459, -5.2597, -1.3386], [3.1521, 1.2839, -4.4883], [1.8319, -0.5001, 3.2930], [0.9211, 7.3937, 0.9210], [1.9877, -0.2205, -3.0258], [-2.3050, -4.4484, 3.4204], [0.2534, 7.9941, -2.5038], [0.2304, -2.4397, -0.4043], [-4.1630, -3.8183, -0.1609], [-0.9443, 2.6127, 3.5303], [-2.1090, -2.1027, -2.5559], [0.4157, 5.1277, 0.3947], [-0.5531, 6.1327, -3.7664], [-3.7631, -6.7103, 1.3713], [3.4945, 1.0418, 0.9268], [-0.7149, -3.9883, 2.8164], [1.0587, -1.2587, 3.3577], [-1.1716, -4.3801, -2.9544], [1.2787, -5.7897, 2.2536], [2.7933, 2.3173, -3.6461], [3.6642, 1.2022, 6.7395], [-3.7072, -0.7273, 3.7822], [-3.4657, 4.7911, -0.3313], [-3.2072, -1.2942, 4.5570], [-0.7218, 2.2986, 4.5419], [3.7333, 1.4896, -5.3789], [-0.2084, 5.2911, -2.7262], [3.8467, 1.3049, 3.0138], [-3.0690, -2.5561, 0.3972], [-3.0128, 3.0379, 3.9229], [-3.5146, 3.6790, 1.6121], [1.7896, 3.2613, -1.7460], [2.5948, 5.1893, -5.1269], [-0.4086, 4.2305, -2.7974], [2.0629, 2.0677, -2.4714], [0.6177, 7.1538, -1.4581], [-1.1049, -5.6944, 3.0539], [-3.0730, -0.5349, 2.5683], [-3.5075, -3.5226, 0.6618], [-0.1389, 7.1403, 1.0266], [2.4045, -0.0073, 4.4269], [-4.1230, -3.3772, 1.5525], [2.0467, -8.2843, -0.4523], [-1.5148, 3.3526, 0.9094], [5.1353, 2.2679, 5.3729], [-0.3202, 7.4969, -3.6602], [-1.0177, 5.7219, -4.6537], [3.0101, -0.8318, -4.8185], [-6.5536, 0.9636, 3.1325], [2.7428, -0.0031, -4.1704], [0.7726, 4.9029, -0.5191], [1.6603, -1.2385, -2.8195], [-2.9750, 4.0976, -1.8967], [-3.6491, 0.1680, 1.4872], [1.1311, 8.2617, 1.5433], [-0.2069, 2.9389, 1.2482], [0.3589, -7.9734, -0.0332], [0.9154, -7.7186, -1.6865], [2.1727, -0.1337, 2.0206], [4.1478, 1.5295, 5.4647], [2.0666, -0.3884, 5.3830], [-5.4716, -0.3494, 4.9437], [-2.4627, -3.0079, -3.0555], [2.1417, 4.0721, -2.2357], [-2.3838, -5.9291, -4.5076], [1.6130, 0.7880, -2.1230], [2.9272, -1.7861, 1.3341], [-0.0641, -4.0864, -5.1801], [-2.1626, -4.8159, 0.9550], [2.6961, 4.1060, -5.1947], [-0.5949, 8.1696, -4.4618]]}